Formula: C8H13N3O
Source: the Open Molecules 2025 dataset
Level of theory: wB97M-V/def2-TZVPD

The geometry in XYZ format:
```
25
C8H13N3O | the Open Molecules 2025 dataset | wB97M-V/def2-TZVPD
O 1.767 0.809 -0.297
N 2.168 0.643 0.907
C 3.285 1.020 1.535
C 3.123 0.729 2.934
C 1.914 0.126 3.063
N 1.333 0.133 1.799
H 4.121 1.459 1.173
H 3.945 0.841 3.673
H 1.465 -0.024 4.006
H 0.487 -0.213 1.329
C -0.278 -1.267 -0.752
N -0.670 -0.405 0.000
C -1.765 0.574 -0.086
C -2.612 0.349 -1.308
C -1.753 -0.239 -2.470
C -1.090 -1.498 -2.036
H 0.659 -1.786 -0.698
H -1.260 1.502 -0.132
H -2.507 0.544 0.756
H -3.168 1.251 -1.641
H -3.283 -0.458 -1.108
H -1.019 0.557 -2.646
H -2.387 -0.465 -3.371
H -1.959 -2.060 -1.867
H -0.518 -2.125 -2.765
```

HOMO level (hartree): -0.284
Energy above the lowest of the compared OMol25 structures with the same formula, charge and spin (kJ/mol): 451.0
Max |F| (eV Å⁻¹): 5.75
SMILES: [O-][n+]1ccc[nH]1.C1=NCCCC1